No. 1
ORCA calculation (ωB97M-V with the def2-TZVPD basis set) on a molecular structure, C6H13BiMgO5.

Properties
Relative energy (zero: lowest compared OMol25 entry of this formula, charge and spin) (kcal/mol): 0.0
Kohn-Sham gap (spin up / spin down) (Ha): 0.2780 / 0.2574
Highest occupied orbital energy (spin up / spin down) (eV): -21.116 / -21.649
E_LUMO (spin up / spin down) (eV): -13.6 / -14.6

The geometry in ORCA input format:
```
! wB97M-V def2-TZVPD RIJCOSX def2/J DEFGRID3
* xyz 3 2
O -0.364 1.056 -0.239
C 0.413 2.132 -0.758
C 1.564 1.606 -1.594
O 1.044 0.613 -2.487
C 1.989 0.160 -3.458
Mg -0.388 -0.533 -1.617
H 0.802 2.761 0.055
H -0.263 2.737 -1.375
H 2.346 1.142 -0.973
H 2.012 2.423 -2.178
H 1.601 -0.769 -3.888
H 2.094 0.919 -4.244
H 2.960 -0.024 -2.976
O 0.347 -1.064 0.260
C 0.246 0.124 0.862
O -0.624 0.195 1.926
C -0.720 -0.926 2.756
O -1.565 -1.914 2.184
C -2.973 -1.673 2.366
Bi -0.879 -2.678 0.403
H 1.221 0.563 1.124
H -1.161 -0.589 3.700
H 0.263 -1.377 2.931
H -3.510 -2.448 1.809
H -3.215 -1.756 3.432
H -3.238 -0.681 1.978
*
```

=====

No. 2
ORCA calculation (ωB97M-V with the def2-TZVPD basis set) on a single C6H13BrNP molecule.

Properties
SMILES string: BrPNC1CCCCC1
Relative energy (zero: lowest compared OMol25 entry of this formula, charge and spin) (kcal/mol): 0.0
Kohn-Sham gap (Ha): 0.3677
Highest occupied orbital energy (eV): -9.070
E_LUMO (eV): 0.9

The geometry in ORCA input format:
```
! wB97M-V def2-TZVPD RIJCOSX def2/J DEFGRID3
* xyz 0 1
C -1.858 -0.624 -0.578
C -0.833 -0.678 -1.602
C -1.789 0.282 0.628
C 0.570 -0.680 -0.981
C -0.478 -0.087 1.305
C 0.631 0.184 0.357
N 1.868 0.010 1.143
P 3.127 1.027 0.652
Br 4.415 -0.124 -0.525
H -2.804 -0.650 -1.088
H -1.851 -1.636 -0.042
H -1.046 -1.591 -2.203
H -0.872 0.186 -2.197
H -1.906 1.371 0.574
H -2.625 -0.003 1.392
H 0.822 -1.599 -0.579
H 1.273 -0.368 -1.754
H -0.299 0.544 2.257
H -0.524 -1.175 1.625
H 0.791 1.249 0.180
H 2.102 -0.946 1.414
H 3.835 0.854 1.866
*
```

=====

No. 3
ORCA calculation (ωB97M-V with the def2-TZVPD basis set) on a single C6H13BrO molecule.

Properties
SMILES string: CC(C)[C@H](Br)[C@H](C)O
Relative energy (zero: lowest compared OMol25 entry of this formula, charge and spin) (kcal/mol): 44.4
Kohn-Sham gap (Ha): 0.3890
Highest occupied orbital energy (eV): -9.772
E_LUMO (eV): 0.8

The geometry in ORCA input format:
```
! wB97M-V def2-TZVPD RIJCOSX def2/J DEFGRID3
* xyz 0 1
C 0.031 -0.209 -1.799
C 2.160 -0.625 -0.769
C -1.483 1.181 1.285
C 0.839 -0.079 -0.460
C -1.150 -0.276 1.093
C 0.243 -0.794 0.756
O -1.531 -0.962 2.316
Br -0.034 -2.773 0.511
H -0.761 -1.082 -1.821
H 0.701 -0.381 -2.646
H -0.572 0.703 -2.127
H 2.156 -1.615 -1.099
H 2.698 -0.220 -1.604
H 2.801 -0.726 0.210
H -0.683 1.633 1.706
H -2.406 1.307 1.803
H -1.708 1.651 0.437
H 0.651 1.018 -0.201
H -1.826 -0.535 0.325
H 0.783 -0.864 1.653
H -2.067 -0.425 2.828
*
```

=====

No. 4
ORCA calculation (ωB97M-V with the def2-TZVPD basis set) on 2 unconnected molecules or ions with the total composition C6H13ClN.

Properties
Relative energy (zero: lowest compared OMol25 entry of this formula, charge and spin) (kcal/mol): 84.3
Kohn-Sham gap (spin up / spin down) (Ha): 0.2320 / 0.2319
Highest occupied orbital energy (spin up / spin down) (eV): -13.644 / -13.643
E_LUMO (spin up / spin down) (eV): -7.3 / -7.3

The geometry in ORCA input format:
```
! wB97M-V def2-TZVPD RIJCOSX def2/J DEFGRID3
* xyz 1 1
C -1.652 -1.363 0.183
C 3.202 0.438 0.786
C 2.265 0.233 -0.468
C 1.003 -0.425 -0.070
C -0.127 0.106 -0.903
C -3.937 0.929 0.204
N -1.454 -0.278 -0.404
Cl -4.806 -0.367 0.736
H -2.668 -1.547 0.505
H -0.944 -2.164 0.210
H 4.203 0.838 0.489
H 2.867 1.251 1.355
H 3.190 -0.519 1.403
H 2.069 1.231 -0.815
H 2.853 -0.307 -1.262
H 0.971 -1.594 -0.226
H 0.716 -0.406 0.941
H -0.117 -0.044 -1.976
H -0.123 1.269 -0.825
H -3.519 0.884 -0.747
H -3.992 1.834 0.886
*
```

=====

No. 5
ORCA calculation (ωB97M-V with the def2-TZVPD basis set) on a gas-phase ion, C6H13ClN3O (charge +1).

Properties
SMILES string: COCC[N@@H+]1C=C[C@@](N)(Cl)N1
Relative energy (zero: lowest compared OMol25 entry of this formula, charge and spin) (kcal/mol): 47.0
Kohn-Sham gap (Ha): 0.3895
Highest occupied orbital energy (eV): -13.737
E_LUMO (eV): -3.1

The geometry in ORCA input format:
```
! wB97M-V def2-TZVPD RIJCOSX def2/J DEFGRID3
* xyz 1 1
C -2.110 0.462 -1.131
C -0.803 0.205 -1.173
C -2.864 0.319 0.172
C 3.437 -1.830 -0.369
C 0.893 0.687 0.618
C 2.227 0.210 -0.069
N -1.453 0.065 1.141
N -3.688 1.235 0.600
N -0.365 -0.092 0.249
O 2.204 -1.246 -0.027
Cl -3.556 -1.330 0.180
H -2.661 0.962 -1.909
H -0.062 0.269 -1.975
H 3.228 -2.893 -0.230
H 4.382 -1.554 0.023
H 3.735 -1.853 -1.436
H 0.592 1.706 0.499
H 0.907 0.776 1.718
H 2.342 0.501 -1.071
H 2.927 0.613 0.621
H -1.322 0.855 1.655
H -3.550 2.244 0.429
H -4.406 0.835 1.187
H -0.037 -1.146 0.298
*
```

=====

No. 6
ORCA calculation (ωB97M-V with the def2-TZVPD basis set) on a single C6H13ClO molecule.

Properties
Kohn-Sham gap (spin up / spin down) (Ha): 0.1477 / 0.2581
Highest occupied orbital energy (spin up / spin down) (eV): -3.201 / -10.487
E_LUMO (spin up / spin down) (eV): 0.8 / -3.5

The geometry in ORCA input format:
```
! wB97M-V def2-TZVPD RIJCOSX def2/J DEFGRID3
* xyz 0 3
C 0.171 -2.305 -0.267
C -0.624 0.772 1.450
C 1.135 1.316 -1.100
C 1.086 -1.077 -0.459
C -1.200 0.670 0.085
C 0.240 0.058 -0.965
O -1.569 1.878 -0.509
Cl -0.598 -0.218 -2.514
H -0.840 -2.016 -0.269
H 0.275 -3.038 -1.123
H 0.317 -2.810 0.656
H -0.169 1.720 1.585
H -1.358 0.503 2.220
H 0.165 0.058 1.460
H 2.231 1.037 -1.189
H 0.950 1.883 -2.043
H 0.961 2.014 -0.271
H 1.872 -1.429 -1.122
H 1.529 -0.926 0.492
H -1.988 -0.168 0.143
H -1.473 1.705 -1.423
*
```

=====

No. 7
ORCA calculation (ωB97M-V with the def2-TZVPD basis set) on a molecular structure, C6H13IN4.

Properties
Relative energy (zero: lowest compared OMol25 entry of this formula, charge and spin) (kcal/mol): 66.1
Kohn-Sham gap (spin up / spin down) (Ha): 0.2732 / 0.2732
Highest occupied orbital energy (spin up / spin down) (eV): -16.138 / -16.145
E_LUMO (spin up / spin down) (eV): -8.7 / -8.7

The geometry in ORCA input format:
```
! wB97M-V def2-TZVPD RIJCOSX def2/J DEFGRID3
* xyz 2 1
C -0.657 1.943 0.378
C 1.423 -2.134 -0.292
C -0.334 -0.453 0.126
C -0.822 2.583 1.750
C -0.506 2.947 -0.774
C 1.676 -3.552 -0.356
N -0.242 0.755 0.203
N 2.228 -1.227 -0.656
N 0.147 -1.671 0.093
N -2.683 -0.694 0.167
I -3.183 1.112 -0.294
H -1.891 2.752 1.938
H -0.600 1.878 2.576
H -0.279 3.434 1.748
H -0.335 2.520 -1.752
H 0.322 3.677 -0.647
H -1.367 3.602 -0.751
H 0.822 -4.059 -0.825
H 2.632 -3.753 -0.856
H 1.956 -4.085 0.514
H 3.078 -1.588 -1.113
H 1.958 -0.336 -1.055
H -0.518 -2.390 0.446
H -2.824 -1.261 -0.568
*
```

=====

No. 8
ORCA calculation (ωB97M-V with the def2-TZVPD basis set) on a molecular structure, C6H13Mg2O5.

Properties
Relative energy (zero: lowest compared OMol25 entry of this formula, charge and spin) (kcal/mol): 7.8
Kohn-Sham gap (spin up / spin down) (Ha): 0.2418 / 0.3098
Highest occupied orbital energy (spin up / spin down) (eV): -14.899 / -17.696
E_LUMO (spin up / spin down) (eV): -8.3 / -9.3

The geometry in ORCA input format:
```
! wB97M-V def2-TZVPD RIJCOSX def2/J DEFGRID3
* xyz 2 2
O -0.138 0.737 0.734
C 0.819 1.398 1.540
C 2.176 1.422 0.856
O 1.977 1.833 -0.504
C 3.189 2.028 -1.231
Mg 0.223 1.124 -1.239
H 0.922 0.905 2.519
H 0.469 2.427 1.713
H 2.645 0.425 0.849
H 2.850 2.132 1.355
H 2.928 2.143 -2.287
H 3.687 2.938 -0.871
H 3.849 1.159 -1.097
O 0.090 -0.981 -0.909
C -0.026 -0.999 0.393
O -1.117 -1.559 0.952
C -1.862 -2.504 0.221
O -2.570 -1.896 -0.837
C -3.748 -1.166 -0.437
Mg -1.368 -1.140 -2.327
H 0.893 -1.245 0.942
H -2.575 -2.943 0.926
H -1.199 -3.275 -0.188
H -4.190 -0.748 -1.347
H -4.457 -1.861 0.028
H -3.469 -0.356 0.249
*
```

=====

no.,total energy (eV)
1,-27922.743
2,-87253.983
3,-78521.225
4,-20434.113
5,-25462.808
6,-20995.039
7,-20472.451
8,-27544.276